Entry 1:
Below is C3H7N in the gas phase, with properties calculated with ωB97M-V with the def2-TZVPD basis set.

```
11
Properties=species:S:1:pos:R:3:nbo_charge:R:1
C 1.2008 0.0659 0.4522 -0.651
C -0.1767 0.1408 -0.1939 0.209
C -0.3697 -0.4147 -1.3924 -0.557
N -1.1757 0.5081 0.6829 -0.821
H 1.1081 0.2449 1.5265 0.196
H 1.5096 -0.9822 0.4616 0.228
H 1.9183 0.7446 0.0106 0.229
H -1.3713 -0.3534 -1.8029 0.189
H 0.4127 -0.9834 -1.8612 0.207
H -0.9076 0.6415 1.6379 0.382
H -2.1487 0.3879 0.4788 0.389
```

Output
- 2S+1 = 1
- SMILES = C=C(C)N
- HOMO energy (eV) = -7.84
- ΔE to the lowest compared entry with this formula, charge and spin (eV) = 0.3354
- frontier orbital gap (hartree) = 0.3295

---

Entry 2:
Below is a molecular structure, C17H16LiO, with properties calculated with ωB97M-V with the def2-TZVPD basis set.

```
35
Properties=species:S:1:pos:R:3:nbo_charge:R:1
C 2.1896 0.8077 2.0415 -0.264
O 0.8180 1.1594 1.7768 -0.447
C -0.0966 0.2424 1.6245 0.447
C -1.4578 0.5844 1.8898 -0.220
C -2.4099 -0.4580 1.9719 -0.131
C -3.7571 -0.1489 2.1048 -0.165
C -4.1678 1.1932 2.1753 -0.140
C -3.2183 2.2282 2.1350 -0.216
C -1.8699 1.9417 2.0028 -0.124
H 2.7227 1.7595 2.0441 0.224
H 2.2633 0.3279 3.0245 0.210
H 2.5828 0.1391 1.2637 0.211
H 0.2235 -0.8030 1.5060 0.222
H -2.0428 -1.4867 1.9158 0.230
H -4.4984 -0.9519 2.1399 0.230
H -5.2299 1.4319 2.2259 0.237
H -3.5463 3.2679 2.1951 0.239
H -1.1063 2.7209 1.9769 0.236
C -0.3676 -2.0367 -2.0808 -0.334
Li 1.8577 0.0975 -3.7604 0.965
C -1.0971 -1.0704 -1.3519 -0.200
C -0.2458 0.0196 -1.0722 -0.367
C 1.0363 -0.2426 -1.6544 -0.185
C 0.9539 -1.5272 -2.3154 -0.057
C 2.0749 -2.0132 -3.0090 -0.289
C 3.2948 -1.3419 -2.8763 -0.324
C 3.3853 -0.1362 -2.1648 -0.325
C 2.2494 0.4581 -1.6123 -0.288
H -0.7086 -3.0042 -2.4366 0.227
H -2.1343 -1.1721 -1.0348 0.223
H -0.5142 0.9661 -0.6147 0.218
H 1.9775 -2.9316 -3.5901 0.241
H 4.2000 -1.7767 -3.3079 0.245
H 4.3610 0.3337 -2.0312 0.241
H 2.2782 1.4221 -1.1016 0.229
```

Output
- 2S+1 = 1
- HOMO energy (eV) = -9.85
- net charge = +1
- frontier orbital gap (hartree) = 0.1950

---

Entry 3:
Below is 2 unconnected molecules or ions with the total composition C3H3N3O, with properties calculated with ωB97M-V with the def2-TZVPD basis set.

```
10
Properties=species:S:1:pos:R:3:nbo_charge:R:1
N -2.1270 0.1608 -0.5917 -0.628
C -1.0793 0.4084 0.0105 0.606
N 0.9785 -1.1446 -2.2350 -0.008
N 1.6891 -1.7070 -1.6268 0.016
O 0.9051 0.0335 -0.1304 -0.606
C 0.9432 0.2233 1.1040 0.365
C -0.4430 0.3553 1.2353 -0.545
H -2.0268 0.4667 -1.5515 0.392
H 1.8958 0.5479 1.5806 0.197
H -0.7356 0.6558 2.2049 0.210
```

Output
- 2S+1 = 1
- SMILES = N=C=CC=O.N#N
- HOMO energy (eV) = -8.61
- ΔE to the lowest compared entry with this formula, charge and spin (eV) = 4.2292
- frontier orbital gap (hartree) = 0.2929

---

Please write out number 3 again, unchanged.
Below is 2 unconnected molecules or ions with the total composition C3H3N3O, with properties calculated with ωB97M-V with the def2-TZVPD basis set.

```
10
Properties=species:S:1:pos:R:3:nbo_charge:R:1
N -2.1270 0.1608 -0.5917 -0.628
C -1.0793 0.4084 0.0105 0.606
N 0.9785 -1.1446 -2.2350 -0.008
N 1.6891 -1.7070 -1.6268 0.016
O 0.9051 0.0335 -0.1304 -0.606
C 0.9432 0.2233 1.1040 0.365
C -0.4430 0.3553 1.2353 -0.545
H -2.0268 0.4667 -1.5515 0.392
H 1.8958 0.5479 1.5806 0.197
H -0.7356 0.6558 2.2049 0.210
```

Output
- 2S+1 = 1
- SMILES = N=C=CC=O.N#N
- HOMO energy (eV) = -8.61
- ΔE to the lowest compared entry with this formula, charge and spin (eV) = 4.2292
- frontier orbital gap (hartree) = 0.2929

---

Look up the 2S+1 of the second one.
1

---

The highest HOMO energy belongs to which entry?
C3H7N